(1)
# C46H48ClN6O7STeZr

A structure of composition C46H48ClN6O7STeZr in a non-equilibrium geometry (ωB97M-V with the def2-TZVPD basis set, the Open Molecules 2025 dataset).

The geometry in ORCA input format:
```
! RIJCOSX wB97M-V def2-TZVPD def2/J DEFGRID3
* xyz 1 1
Zr 0.657 0.117 0.466
C -2.581 -0.286 -1.279
N -1.735 0.913 -1.284
C -2.395 1.916 -0.434
C -1.753 1.508 -2.646
C -1.079 0.776 -3.794
N 0.341 1.041 -3.983
C 0.649 2.460 -4.105
C 0.782 0.338 -5.182
H -3.615 -0.041 -1.556
H -2.594 -0.731 -0.286
H -2.211 -1.025 -1.987
H -3.380 2.176 -0.842
H -1.790 2.818 -0.383
H -2.541 1.527 0.574
H -1.355 2.518 -2.562
H -2.812 1.629 -2.916
H -1.634 1.065 -4.703
H -1.212 -0.305 -3.698
H 0.018 2.968 -4.852
H 1.687 2.571 -4.418
H 0.542 2.981 -3.153
H 0.277 0.709 -6.086
H 0.571 -0.728 -5.093
H 1.856 0.466 -5.319
C -2.426 4.214 5.447
C -1.766 3.614 4.238
C -1.372 4.401 3.162
C -0.732 3.884 2.035
C -0.262 4.767 0.909
O 0.816 4.550 0.400
C -1.158 5.854 0.434
C -2.543 5.767 0.555
C -3.349 6.770 0.039
C -2.770 7.870 -0.579
C -1.389 7.962 -0.698
C -0.583 6.951 -0.204
C -0.490 2.521 1.994
O 0.072 1.905 0.908
C -0.895 1.703 3.062
C -1.525 2.241 4.170
C -0.502 0.296 2.808
N 0.749 -0.006 2.699
C 1.775 0.847 3.318
C 2.839 -0.052 3.923
Te 2.106 -1.279 5.518
C 1.302 -2.795 4.286
C 0.035 -3.299 4.570
C -0.451 -4.400 3.874
C 0.306 -4.981 2.866
C 1.558 -4.463 2.559
C 2.062 -3.389 3.282
C -1.460 -0.695 2.270
C -2.835 -0.473 2.416
C -3.732 -1.455 2.038
C -3.274 -2.640 1.468
C -1.916 -2.850 1.273
C -1.002 -1.892 1.691
H -2.589 5.282 5.319
H -1.810 4.072 6.336
H -3.392 3.746 5.641
H -1.560 5.468 3.198
H -2.997 4.911 1.040
H -4.425 6.698 0.122
H -3.399 8.658 -0.971
H -0.943 8.822 -1.179
H 0.494 6.998 -0.302
H -1.810 1.597 4.995
H 1.318 1.474 4.084
H 2.207 1.514 2.562
H 3.645 0.553 4.337
H 3.272 -0.724 3.184
H -0.568 -2.851 5.351
H -1.423 -4.806 4.126
H -0.065 -5.848 2.333
H 2.161 -4.921 1.785
H 3.066 -3.042 3.074
H -3.185 0.456 2.847
H -4.793 -1.300 2.181
H -3.980 -3.407 1.177
H -1.562 -3.777 0.840
H 0.061 -2.155 1.657
O 1.765 -8.049 -2.343
S 1.149 -7.822 -3.641
O -0.211 -7.323 -3.580
O 1.415 -8.812 -4.651
C 2.102 -6.356 -4.144
N 3.244 -6.474 -4.831
C 3.960 -5.374 -4.998
C 3.592 -4.133 -4.476
C 2.382 -4.122 -3.807
N 1.642 -5.210 -3.665
C 1.813 -2.952 -3.094
C 0.665 -3.182 -2.322
C 0.172 -2.177 -1.544
N 0.725 -0.941 -1.496
C 1.765 -0.694 -2.314
C 2.342 -1.665 -3.105
H 4.882 -5.480 -5.561
H 4.225 -3.264 -4.589
H 0.211 -4.165 -2.352
H -0.698 -2.339 -0.923
H 2.174 0.305 -2.291
H 3.202 -1.410 -3.708
Cl 4.984 -2.151 -0.560
C 4.630 -0.689 0.368
C 3.150 -0.467 0.442
O 2.333 -1.363 0.745
O 2.665 0.711 0.194
H 5.108 0.172 -0.088
H 5.008 -0.823 1.383
*
```

Computed properties:
* LUMO: -5.366 eV
* energy above the lowest of the compared OMol25 structures with the same formula, charge and spin: 64.5 kcal per mole
* maximum force: 1.16 eV/A


(2)
# C4H8NO

A cluster of 2 separate species, C4H8NO in total in a non-equilibrium geometry (ωB97M-V with the def2-TZVPD basis set, the Open Molecules 2025 dataset).

The geometry in ORCA input format:
```
! RIJCOSX wB97M-V def2-TZVPD def2/J DEFGRID3
* xyz 1 1
C -0.195 -0.511 0.967
C -0.067 2.439 0.696
C 0.516 2.800 -0.590
C -0.353 -3.010 0.313
N -0.290 -1.652 0.764
O -0.660 -3.109 -1.065
H 0.393 2.872 1.486
H -0.899 1.634 0.904
H 1.618 2.990 -0.453
H 0.177 3.602 -1.190
H 0.181 2.100 -1.418
H 0.662 -3.408 0.611
H -1.107 -3.778 0.759
H 0.025 -2.970 -1.784
*
```

Computed properties:
* LUMO: -7.273 eV
* energy above the lowest of the compared OMol25 structures with the same formula, charge and spin: 116.8 kcal per mole
* maximum force: 4.61 eV/A


(3)
# C5H15N3O

An isolated molecule of C5H15N3O in a non-equilibrium geometry (ωB97M-V with the def2-TZVPD basis set, the Open Molecules 2025 dataset).

The geometry in ORCA input format:
```
! RIJCOSX wB97M-V def2-TZVPD def2/J DEFGRID3
* xyz 0 1
C -1.913 2.372 0.430
N -1.721 1.006 -0.040
C -2.031 0.032 1.000
N -0.364 0.832 -0.465
C 0.060 -0.637 -1.309
O -0.736 -1.564 -1.316
N 1.334 -0.726 -0.197
C 1.242 -1.920 0.640
C 2.652 -0.527 -0.790
H -1.727 3.074 -0.386
H -1.257 2.628 1.278
H -2.952 2.492 0.740
H -3.069 0.171 1.303
H -1.384 0.154 1.887
H -1.916 -0.968 0.593
H -0.128 1.615 -1.068
H 0.538 -0.243 -2.225
H 0.747 0.295 0.208
H 1.438 -2.817 0.049
H 0.236 -2.000 1.044
H 1.962 -1.858 1.459
H 3.417 -0.448 -0.012
H 2.660 0.396 -1.370
H 2.912 -1.359 -1.452
*
```

Computed properties:
* LUMO: 0.829 eV
* energy above the lowest of the compared OMol25 structures with the same formula, charge and spin: 94.5 kcal per mole
* maximum force: 1.02 eV/A
* SMILES: CN(C)N[C@H]([O-])[NH+](C)C


(4)
# C5H13INP

An isolated molecule of C5H13INP in a non-equilibrium geometry (ωB97M-V with the def2-TZVPD basis set, the Open Molecules 2025 dataset).

The geometry in ORCA input format:
```
! RIJCOSX wB97M-V def2-TZVPD def2/J DEFGRID3
* xyz 0 1
C -0.058 -3.489 0.003
C 0.691 -2.225 -0.574
N 0.375 -1.037 0.209
P 0.064 0.343 -0.787
C 1.583 1.855 -0.439
C -1.096 1.298 0.478
C -1.427 2.766 0.207
I -3.048 0.374 0.673
H 0.430 -3.807 0.979
H -1.112 -3.260 0.305
H 0.098 -4.207 -0.711
H 1.849 -2.363 -0.450
H 0.471 -2.226 -1.642
H 0.831 -0.940 1.042
H 1.093 2.814 -0.636
H 2.504 1.786 -1.066
H 1.848 1.741 0.544
H -0.677 1.164 1.500
H -1.923 2.858 -0.716
H -0.545 3.287 0.057
H -1.950 3.267 1.022
*
```

Computed properties:
* LUMO: 0.650 eV
* energy above the lowest of the compared OMol25 structures with the same formula, charge and spin: 20.4 kcal per mole
* maximum force: 5.04 eV/A
* SMILES: CCNP(C)[C@@H](C)I


(5)
# C28H39N3O4

An isolated molecule of C28H39N3O4 (ωB97M-V with the def2-TZVPD basis set, the Open Molecules 2025 dataset).

The geometry in ORCA input format:
```
! RIJCOSX wB97M-V def2-TZVPD def2/J DEFGRID3
* xyz 0 1
C 0.435 2.627 0.675
C 1.892 2.808 0.258
O 2.777 2.910 1.358
C 3.117 1.792 2.054
C 2.733 0.505 1.744
C 3.132 -0.588 2.528
C 2.700 -1.936 2.230
C 2.068 -2.334 1.118
C 1.621 -3.718 0.931
O 2.106 -4.685 1.485
N 0.614 -3.897 0.004
C -0.224 -2.950 -0.574
C -0.709 -3.167 -1.865
C -1.528 -2.238 -2.475
C -1.881 -1.066 -1.812
C -2.721 0.002 -2.426
O -2.598 1.176 -2.122
N -3.603 -0.433 -3.353
C -4.608 0.417 -3.942
C -5.999 -0.142 -3.617
N -6.064 -1.541 -3.996
C -6.919 -2.360 -3.161
C -8.405 -1.981 -3.157
C -6.193 -1.786 -5.425
C -4.991 -2.571 -5.952
C -1.414 -0.862 -0.516
C -0.616 -1.797 0.108
C 3.932 -0.348 3.640
C 4.343 0.936 3.955
C 3.949 2.017 3.181
O 4.286 3.306 3.403
C 5.115 3.620 4.502
C 5.355 5.134 4.506
C 4.031 5.876 4.657
C 6.070 5.555 3.225
H 0.309 1.724 1.267
H -0.194 2.559 -0.209
H 0.114 3.476 1.273
H 2.208 2.004 -0.417
H 2.009 3.760 -0.267
H 2.099 0.325 0.893
H 2.886 -2.679 2.995
H 1.879 -1.662 0.295
H 0.477 -4.859 -0.280
H -0.424 -4.066 -2.392
H -1.861 -2.417 -3.487
H -3.805 -1.418 -3.443
H -4.485 1.420 -3.529
H -4.460 0.459 -5.026
H -6.153 -0.077 -2.537
H -6.764 0.476 -4.113
H -6.535 -2.303 -2.137
H -6.809 -3.394 -3.498
H -8.816 -2.012 -4.164
H -8.961 -2.678 -2.537
H -8.544 -0.978 -2.760
H -6.269 -0.836 -5.963
H -7.105 -2.355 -5.639
H -4.077 -1.994 -5.842
H -4.882 -3.502 -5.402
H -5.129 -2.805 -7.005
H -1.702 0.043 -0.003
H -0.300 -1.645 1.129
H 4.245 -1.173 4.262
H 4.970 1.087 4.819
H 4.630 3.317 5.441
H 6.074 3.091 4.416
H 5.995 5.357 5.367
H 3.374 5.620 3.830
H 4.196 6.951 4.655
H 3.541 5.604 5.589
H 7.032 5.055 3.139
H 5.462 5.290 2.364
H 6.238 6.629 3.220
*
```

Computed properties:
* LUMO: 0.227 eV
* energy above the lowest of the compared OMol25 structures with the same formula, charge and spin: 28.8 kcal per mole
* maximum force: 0.82 eV/A
* SMILES: CCOc1cc(/C=C/C(=O)Nc2ccc(C(=O)NCCN(CC)CC)cc2)ccc1OCC(C)C


(6)
# C23H17BrCuN3O2S

A structure of composition C23H17BrCuN3O2S (ωB97M-V with the def2-TZVPD basis set, the Open Molecules 2025 dataset).

The geometry in ORCA input format:
```
! RIJCOSX wB97M-V def2-TZVPD def2/J DEFGRID3
* xyz 1 2
Cu -1.461 -1.140 -0.425
S -2.214 -2.972 -4.243
C -0.711 -3.610 -3.747
C -0.305 -3.130 -2.533
C -1.244 -2.219 -1.992
C -2.328 -2.035 -2.808
C -3.401 -1.130 -2.425
C -4.545 -0.856 -3.163
C -5.476 0.032 -2.659
C -5.257 0.636 -1.427
C -4.101 0.322 -0.744
N -3.198 -0.536 -1.228
H -0.196 -4.315 -4.382
H 0.624 -3.423 -2.066
H -4.692 -1.338 -4.120
H -6.372 0.254 -3.222
H -5.963 1.334 -1.003
H -3.881 0.764 0.220
C -2.095 -2.706 2.245
O -1.330 -1.643 1.653
C -0.216 -1.193 2.333
C 0.191 -1.657 3.565
C 1.365 -1.144 4.110
Br 1.934 -1.778 5.790
C 2.113 -0.194 3.449
C 1.686 0.283 2.209
C 0.520 -0.224 1.663
O 0.041 0.143 0.415
C 2.505 1.249 1.463
N 3.794 1.219 1.398
C 4.147 2.275 0.560
C 5.410 2.703 0.161
C 5.477 3.802 -0.672
C 4.320 4.466 -1.104
C 3.059 4.044 -0.726
C 3.003 2.936 0.107
N 1.926 2.233 0.658
H -2.510 -2.380 3.198
H -1.471 -3.588 2.384
H -2.896 -2.929 1.547
H -0.371 -2.405 4.103
H 3.034 0.188 3.866
H 0.686 0.728 -0.024
H 6.296 2.186 0.502
H 6.443 4.163 -0.999
H 4.417 5.328 -1.750
H 2.168 4.556 -1.065
H 1.072 2.702 0.927
*
```

Computed properties:
* LUMO (alpha / beta): -3.072 / -4.537 eV
* energy above the lowest of the compared OMol25 structures with the same formula, charge and spin: 0.0 kcal per mole
* maximum force: 0.18 eV/A


What did the fourth record say?
# C5H13INP

An isolated molecule of C5H13INP in a non-equilibrium geometry (ωB97M-V with the def2-TZVPD basis set, the Open Molecules 2025 dataset).

The geometry in ORCA input format:
```
! RIJCOSX wB97M-V def2-TZVPD def2/J DEFGRID3
* xyz 0 1
C -0.058 -3.489 0.003
C 0.691 -2.225 -0.574
N 0.375 -1.037 0.209
P 0.064 0.343 -0.787
C 1.583 1.855 -0.439
C -1.096 1.298 0.478
C -1.427 2.766 0.207
I -3.048 0.374 0.673
H 0.430 -3.807 0.979
H -1.112 -3.260 0.305
H 0.098 -4.207 -0.711
H 1.849 -2.363 -0.450
H 0.471 -2.226 -1.642
H 0.831 -0.940 1.042
H 1.093 2.814 -0.636
H 2.504 1.786 -1.066
H 1.848 1.741 0.544
H -0.677 1.164 1.500
H -1.923 2.858 -0.716
H -0.545 3.287 0.057
H -1.950 3.267 1.022
*
```

Computed properties:
* LUMO: 0.650 eV
* energy above the lowest of the compared OMol25 structures with the same formula, charge and spin: 20.4 kcal per mole
* maximum force: 5.04 eV/A
* SMILES: CCNP(C)[C@@H](C)I


Which of these has the lowest energy above the lowest of the compared OMol25 structures with the same formula, charge and spin? C23H17BrCuN3O2S